{"formula": "C18H27CeN2O6P2", "method": "ωB97M-V/def2-TZVPD", "de_lowest_kj_mol": 0.0, "charge": 3, "lumo_energy_ev": [-13.629, -13.467], "species": ["Ce", "P", "C", "C", "N", "C", "C", "C", "C", "C", "P", "H", "H", "H", "H", "H", "H", "H", "H", "O", "H", "H", "O", "H", "C", "H", "H", "H", "C", "H", "H", "H", "C", "H", "H", "H", "C", "H", "H", "H", "O", "C", "O", "C", "C", "C", "C", "C", "C", "N", "O", "O", "H", "H", "H", "H"], "coordinates": [[-0.47618, -0.81220, -0.06022], [0.25333, 3.13121, -0.73197], [0.19562, 2.47037, -2.45472], [0.40429, 1.06529, -2.99360], [0.15988, -0.08324, -2.29086], [0.15962, -1.27403, -2.95130], [0.45245, -1.37798, -4.30783], [0.72138, -0.21626, -5.02027], [0.70037, 0.99784, -4.34685], [-0.08600, -2.53681, -2.12331], [-1.80254, -2.82364, -1.40950], [0.89913, 1.93563, -4.87017], [0.43592, -2.36383, -4.77263], [0.95192, -0.24808, -6.08211], [0.03665, -3.42772, -2.75149], [0.70782, -2.64919, -1.33738], [-0.76827, 2.78868, -2.73559], [0.90723, 3.10491, -3.00888], [-4.98645, 4.13688, -2.68545], [-5.69418, 3.60587, -3.00286], [-5.22979, 2.91752, -3.52767], [-0.90758, 3.75509, -0.15855], [-0.94032, 1.68707, 0.01908], [-1.85007, 1.71275, 0.39210], [-2.94322, -2.88125, -2.82737], [-2.96936, -3.89131, -3.26906], [-3.95201, -2.61793, -2.46219], [-2.64740, -2.13912, -3.58350], [-1.72298, -4.55991, -0.84387], [-2.29314, -4.63851, 0.09598], [-2.16433, -5.23112, -1.59604], [-0.67971, -4.84657, -0.64451], [1.63468, 2.40637, 0.20235], [2.54382, 3.02824, 0.21556], [1.29367, 2.27802, 1.23578], [1.94100, 1.42302, -0.17259], [0.91814, 4.82450, -1.01045], [0.86503, 5.41125, -0.08851], [1.96034, 4.80509, -1.33561], [0.34127, 5.36928, -1.76247], [3.00610, -0.36087, 1.77787], [1.96545, -0.85316, 2.21859], [0.93599, -1.26247, 1.44969], [1.71838, -0.97071, 3.69535], [0.45210, -1.31738, 4.21703], [0.22211, -1.28304, 5.58879], [1.26156, -0.90320, 6.45984], [2.53647, -0.59140, 5.95289], [2.75687, -0.62186, 4.58055], [1.01295, -0.78983, 7.85552], [-0.13953, -1.01778, 8.28858], [1.95626, -0.46033, 8.61091], [-0.36035, -1.61127, 3.54459], [-0.75576, -1.52373, 5.99716], [3.33142, -0.32607, 6.64052], [3.72997, -0.34313, 4.18061]], "forces_ev_per_a": [[1.9, 2.8, 1.8], [0.8, 2.9, 0.3], [1.2, -0.1, 0.7], [-0.6, -0.2, 0.6], [-0.3, 0.0, 0.1], [0.5, -0.1, -0.5], [-0.5, -0.3, 0.6], [0.2, 0.2, 0.1], [0.2, 0.2, -0.2], [0.3, 0.2, 0.0], [-0.2, -1.3, -0.8], [-0.1, -0.4, 0.0], [0.1, 0.3, 0.0], [0.0, 0.0, 0.1], [0.2, 0.2, 0.1], [-0.2, -0.3, -0.4], [-1.4, 0.4, -0.8], [-0.3, -0.1, 0.3], [0.8, 1.0, 0.5], [0.0, -1.7, -0.8], [-0.7, 0.7, 0.3], [0.5, -0.6, -0.4], [-0.6, -5.2, 0.4], [0.6, 0.9, -0.3], [-0.4, 0.7, -0.1], [0.2, 0.4, 0.3], [0.3, -0.2, -0.2], [-0.2, -0.2, 0.2], [0.1, 0.1, 0.7], [0.2, -0.2, -0.3], [0.2, 0.3, 0.2], [-0.3, 0.0, 0.0], [-0.3, -0.3, 0.8], [-0.6, 0.0, -0.2], [0.2, 0.0, -0.1], [-0.2, 0.0, -0.1], [0.6, -0.3, -0.7], [-0.1, -0.3, 0.1], [0.0, 0.1, -0.1], [-0.1, -0.1, 0.0], [-3.0, -1.4, -0.1], [3.9, 1.7, 2.3], [-2.8, 0.2, -3.4], [-0.4, 0.0, 0.2], [0.4, 0.1, 0.0], [0.2, 0.2, 0.3], [0.4, -0.1, -2.6], [-0.5, -0.2, 0.2], [-0.2, 0.0, -0.3], [-0.7, 0.3, 4.6], [2.1, 0.3, -1.5], [-1.7, -0.7, -2.1], [0.3, 0.1, 0.3], [0.2, 0.0, 0.0], [-0.1, 0.0, -0.1], [-0.2, -0.1, 0.1]], "mulliken_charge": [1.3018, 0.6770, -1.1906, 0.8429, 0.0966, 0.7228, -0.7070, -0.6533, -0.7880, -1.3950, 0.7357, 0.4682, 0.4827, 0.4960, 0.6464, 0.5799, 0.5310, 0.4875, 0.2989, -0.5903, 0.2943, 0.0643, -0.6999, 0.2786, -1.1227, 0.4148, 0.4071, 0.3775, -1.1376, 0.4138, 0.4121, 0.4310, -0.9796, 0.4785, 0.2765, 0.2885, -1.4305, 0.4536, 0.4803, 0.4277, -0.5300, 0.4521, -0.2779, 0.5228, -0.2056, -0.5966, -0.0743, -0.4368, -0.6005, 0.9106, -0.5353, -0.5215, 0.2030, 0.5019, 0.5231, 0.4938]}